[1]
CClN3O3 | wB97M-V/def2-TZVPD

Geometry as XYZ:
```
8
Properties=species:S:1:pos:R:3:lowdin_charge:R:1
C -0.7860 -1.3113 -0.0246 -0.149
N -1.4278 -2.2372 -0.1747 0.187
N 0.1267 -0.1742 0.1566 -0.154
N -0.4855 1.0965 -0.0931 -0.392
O -1.5725 1.0143 -0.5785 0.124
O 0.1662 2.0443 0.2000 0.133
O 1.2719 -0.2380 0.7865 -0.431
Cl 2.7071 -0.1943 -0.2723 0.681
```

- E_HOMO (spin up / spin down) (eV) = -9.291 / -11.332
- E (eV) = -24160.932
- 2S+1 = 3
- <S²> = 2.008
- energy above the lowest of the compared OMol25 structures with the same formula, charge and spin (kcal/mol) = 23.0



[2]
C8H4N2O3 | wB97M-V/def2-TZVPD

Geometry as XYZ:
```
17
Properties=species:S:1:pos:R:3:lowdin_charge:R:1
C -0.4702 0.4457 -0.5074 -0.043
C 0.5706 0.6027 0.4822 -0.044
C -1.1700 -0.6988 -0.6607 -0.017
C 0.9288 -0.3827 1.3332 0.003
C -0.8475 -1.7912 0.1991 -0.230
C 0.5302 -2.2883 -3.0036 -0.454
C 0.2417 -1.6300 1.2314 -0.219
C -0.6141 -3.6181 1.3330 -0.481
N 0.3708 -2.7242 1.8846 0.207
N -1.3240 -2.9789 0.2657 0.207
O -0.8177 -4.7236 1.7182 0.171
O -0.3843 -2.3295 -3.6870 0.222
O 1.4366 -2.2199 -2.3079 0.217
H -0.6870 1.2973 -1.1363 0.112
H 1.0662 1.5617 0.5314 0.110
H -1.9539 -0.8133 -1.3927 0.120
H 1.6982 -0.2655 2.0780 0.117
```

- E_HOMO (eV) = -9.655
- E (eV) = -17482.864
- 2S+1 = 1
- energy above the lowest of the compared OMol25 structures with the same formula, charge and spin (kcal/mol) = 0.0



[3]
CH5BNO4S | wB97M-V/def2-TZVPD

Geometry as XYZ:
```
13
Properties=species:S:1:pos:R:3:lowdin_charge:R:1
B 0.9152 0.4417 -0.0057 -0.760
C 0.3013 -0.1136 -1.3862 -0.265
N -0.6704 -1.3254 0.9173 -0.332
O -2.0905 0.6754 0.7738 -0.531
O -1.0398 -0.0049 -1.4053 -0.374
O 2.1715 -0.1596 0.3535 0.044
O 0.2774 1.2581 0.8394 0.159
S -1.7716 -0.5628 -0.0125 0.757
H 0.7236 0.6066 -2.0770 0.099
H 0.6949 -1.0995 -1.7642 0.120
H -0.5968 -0.6719 1.7906 0.025
H 1.6867 -0.2733 1.2703 0.129
H -0.6016 1.2293 0.7061 -0.071
```

- E_HOMO (eV) = -3.890
- E (eV) = -22311.321
- 2S+1 = 1
- energy above the lowest of the compared OMol25 structures with the same formula, charge and spin (kcal/mol) = 48.0
- charge = -1



[4]
C2H40Br6O21S | wB97M-V/def2-TZVPD

Geometry as XYZ:
```
70
Properties=species:S:1:pos:R:3:lowdin_charge:R:1
O 1.0185 -1.9812 -0.6143 -0.578
Br -2.4657 -0.3319 1.5250 0.654
Br -1.6072 -3.2469 0.6085 0.713
Br -2.3566 -1.0270 -1.6506 0.636
Br 2.2989 1.4598 -0.2552 0.678
Br -0.9185 1.9144 -0.5582 0.663
Br 0.7441 0.2773 -2.6516 0.711
S 0.3057 -0.9619 0.2157 0.668
C -1.4643 -1.3741 0.1274 -1.682
C 0.5329 0.5779 -0.7721 -1.644
O 0.1400 -3.3928 -2.7653 -0.147
H 0.3432 -2.8959 -1.9076 -0.025
H 0.6847 -2.9746 -3.5084 0.030
O -4.2029 1.2985 4.1839 -0.135
H -4.8415 0.6014 4.5445 0.071
H -3.2790 1.0954 4.5429 0.061
O -2.7933 -6.7883 -0.1259 -0.122
H -1.9415 -6.5246 0.3522 0.030
H -3.5749 -6.3965 0.3834 0.062
O 3.4211 4.4874 -0.5376 -0.147
H 3.3145 3.6300 -1.0641 0.015
H 4.3981 4.7496 -0.5567 0.116
O 3.5803 -1.9401 -3.2297 -0.108
H 3.5542 -1.6766 -2.2531 0.088
H 4.2482 -1.3426 -3.6996 0.094
O -0.2918 0.9949 3.4367 -0.185
H -0.9140 1.6423 2.9703 -0.007
H 0.6366 1.1188 3.0538 0.030
O 2.0724 -5.3442 -1.3587 -0.127
H 1.1955 -5.0973 -1.7988 0.037
H 1.9168 -5.4100 -0.3611 0.051
O -0.1933 -1.7194 4.2644 -0.157
H -0.2983 -0.8147 3.8237 -0.011
H -0.0694 -1.5734 5.2580 0.061
O -0.7024 0.3218 -5.7000 -0.133
H -0.0489 -0.3514 -5.3211 0.011
H -1.2795 -0.1499 -6.3842 0.096
O -3.7713 4.5435 -0.7873 -0.088
H -3.7273 4.1898 -1.7343 0.107
H -4.6218 4.1987 -0.3613 0.113
O 5.6921 1.0060 1.0037 -0.138
H 6.2406 1.4076 0.2543 0.065
H 6.0858 1.3154 1.8830 0.069
O 1.4322 -1.8418 -5.0617 -0.154
H 2.1959 -1.9793 -4.4125 0.016
H 1.8012 -1.3989 -5.8932 0.092
O 2.0114 4.0307 1.9297 -0.139
H 2.4682 4.3638 1.0906 0.006
H 2.6912 3.5177 2.4761 0.051
O -1.5869 5.2862 0.2854 -0.155
H -2.3498 4.8746 -0.2364 -0.030
H -0.7551 5.2479 -0.2894 0.012
O -2.6437 1.3656 -3.7813 -0.185
H -3.3368 0.6448 -3.6268 0.022
H -2.0542 1.0761 -4.5510 0.013
O 2.4284 0.4628 2.8034 -0.155
H 2.8564 -0.4240 3.0360 0.100
H 2.7812 1.1609 3.4453 0.085
O -0.6422 -6.3958 2.6147 -0.125
H -0.1296 -5.7369 2.0430 0.043
H -0.3410 -6.2819 3.5739 0.078
O 0.8637 5.0699 -1.2271 -0.125
H 1.8455 5.2153 -1.0303 0.037
H 0.7883 4.3708 -1.9547 0.074
O -1.6987 3.2234 2.5681 -0.144
H -1.2090 3.7664 1.8688 0.038
H -2.4024 3.8150 2.9907 0.096
O -4.3800 -3.4941 2.8737 -0.146
H -3.9575 -4.2854 2.4055 0.035
H -3.7378 -3.1689 3.5848 0.065
```

- E_HOMO (eV) = -9.814
- E (eV) = -476807.064
- 2S+1 = 1